{"formula": "C6H12AsN2O4S5Tc", "method": "the ωB97M-V functional and the def2-TZVPD basis", "species": ["Tc", "N", "C", "C", "O", "N", "C", "C", "O", "O", "H", "H", "H", "H", "H", "H", "S", "As", "S", "S", "S", "C", "S", "C", "O", "H", "H", "H", "H", "H", "H"], "xyz": [[-0.584, -0.978, 0.292], [-2.241, 0.016, -0.614], [-2.228, 1.474, -0.269], [-1.594, 1.678, 1.094], [-1.917, 2.603, 1.796], [-0.647, 0.730, 1.396], [-0.343, 0.539, 2.804], [-0.692, -0.881, 3.157], [-0.921, -1.384, 4.193], [-0.695, -1.670, 1.955], [-2.348, -0.119, -1.617], [-3.081, -0.404, -0.211], [-3.235, 1.882, -0.261], [-1.650, 2.008, -1.022], [-0.893, 1.230, 3.441], [0.724, 0.649, 3.024], [-1.070, -4.804, -1.396], [1.135, -5.453, -1.156], [0.935, -4.267, 0.817], [-0.032, -3.128, -0.651], [1.534, -3.334, -2.024], [1.448, 1.562, -2.725], [1.115, 1.347, -1.000], [2.748, 1.491, -0.337], [0.843, -0.214, -0.915], [2.127, 0.777, -3.056], [1.897, 2.549, -2.845], [0.504, 1.522, -3.266], [3.063, 2.528, -0.460], [3.409, 0.805, -0.867], [2.689, 1.250, 0.723]], "max_force_ev_per_a": 1.41, "charge": 2, "gap_ev": 6.460, "energy_ha": -4953.176796, "de_lowest_kcal_mol": 0.00}